No. 1
Density functional theory data (ωB97M-V with the def2-TZVPD basis set) for a cluster of 10 separate species, C39H64N10O13 in total at a distorted geometry.

Geometry (Å):
C 5.23959 -1.29661 -3.19583
O 5.55168 -0.10767 -3.07556
N 3.96054 -1.79729 -3.06898
C 2.87771 -0.91255 -2.65450
C 3.53775 -3.20981 -3.03404
H 5.98286 -2.11677 -3.33358
H 1.91133 -1.12990 -3.14382
H 3.13116 0.08522 -2.82405
H 2.75744 -1.04239 -1.57936
H 2.92431 -3.40460 -2.14505
H 2.99150 -3.49507 -3.94533
H 4.40360 -3.81593 -2.96152
C -0.70828 -3.94774 -2.23789
O 0.45255 -4.30599 -2.18250
N -1.29818 -2.92435 -1.53382
C -2.30672 -2.13695 -2.23472
C -0.38485 -2.06872 -0.75080
H -1.45775 -4.50801 -2.85635
H -3.04707 -2.71518 -2.82422
H -1.82206 -1.39337 -2.88472
H -2.80965 -1.57970 -1.42266
H 0.43766 -1.69423 -1.39719
H -0.95343 -1.33316 -0.26308
H 0.01907 -2.68560 -0.02125
C 1.25857 -3.80556 3.13518
O 1.20920 -2.88477 2.27421
N 1.98291 -3.71956 4.24318
C 2.68265 -2.49075 4.52450
C 2.08507 -4.83101 5.19464
H 0.68825 -4.71585 2.97184
H 3.54836 -2.37666 3.86394
H 3.09485 -2.49689 5.52804
H 1.98312 -1.71472 4.36616
H 2.01893 -4.50718 6.25345
H 1.25094 -5.52628 4.97362
H 3.00475 -5.36729 5.06796
C 0.43910 1.25464 -2.52569
O 1.04366 1.47580 -1.46611
N 0.66466 1.91159 -3.67199
C -0.16509 1.67697 -4.85927
C 1.63511 3.04650 -3.58764
H -0.42618 0.58958 -2.53261
H 0.38649 1.02427 -5.60726
H -0.52852 2.62735 -5.28024
H -1.10066 1.17869 -4.59606
H 1.83109 3.36827 -4.60533
H 1.23706 3.85607 -2.98762
H 2.56019 2.68465 -3.05621
C -3.26587 3.87989 0.25802
O -2.20701 3.66659 0.82128
N -3.39138 3.62736 -1.05999
C -4.67302 3.83477 -1.74749
C -2.33823 2.88671 -1.70999
H -4.16275 4.38256 0.70890
H -4.86826 2.94314 -2.31766
H -4.62680 4.72936 -2.42813
H -5.46955 3.98547 -1.02524
H -1.45828 3.52247 -1.56654
H -2.24407 1.86919 -1.27217
H -2.55846 2.77166 -2.73817
C -2.35275 -3.82949 4.84478
O -2.54860 -5.04816 4.73216
N -2.41004 -2.86280 3.90235
C -2.14218 -1.47736 4.29727
C -2.41572 -3.20431 2.50167
H -2.25756 -3.46266 5.89955
H -1.15775 -1.11821 3.98570
H -2.14160 -1.38740 5.41820
H -2.97159 -0.85805 3.89039
H -1.57009 -2.60718 2.05148
H -2.39549 -4.36520 2.43743
H -3.34876 -2.80901 2.02361
C -2.27467 0.79489 1.83263
O -2.56996 -0.13919 1.09239
N -1.01925 1.11085 2.23464
C -0.78052 2.22678 3.14923
C 0.18928 0.34334 1.84745
H -3.02732 1.51200 2.20959
H -0.20407 2.01660 4.04289
H -1.80878 2.63347 3.37911
H -0.27248 3.14615 2.74806
H 0.61208 0.82606 0.95834
H 0.90868 0.46002 2.64324
H -0.01236 -0.72924 1.69051
C 2.91931 4.34039 3.03335
C 2.82427 3.71291 1.82262
C 1.90593 4.12569 0.89267
C 1.10640 5.24451 1.07629
C 1.29046 5.95116 2.24494
C 2.12380 5.47358 3.22138
N 0.28811 5.68327 -0.08605
O 0.62942 5.24685 -1.17289
O -0.62916 6.44481 0.12793
H 3.60126 3.88940 3.73564
H 3.51511 2.87038 1.56670
H 1.76402 3.52147 0.03534
H 0.89348 6.91955 2.28744
H 2.25796 5.99021 4.12166
C 3.81819 -0.86938 1.27125
C 3.88666 0.38051 0.66362
C 5.02828 0.81434 -0.00015
C 6.07958 -0.07394 -0.10219
C 6.00025 -1.33222 0.37449
C 4.88937 -1.75026 1.06709
N 7.27187 0.27886 -0.79702
O 7.57440 1.47028 -0.79443
O 8.02833 -0.56283 -1.24265
H 2.94046 -1.22835 1.86673
H 3.05862 1.02930 0.73696
H 4.96016 1.77584 -0.51185
H 6.81810 -2.00477 0.26727
H 4.81738 -2.70450 1.60134
C -6.86431 -1.26050 -1.13089
C -7.51628 -1.60783 -2.33557
C -6.93503 -1.38540 -3.54548
C -5.63715 -0.83024 -3.54868
C -5.03373 -0.48901 -2.39235
C -5.64680 -0.70238 -1.19181
N -4.96726 -0.77451 -4.79887
O -5.50847 -0.83606 -5.87726
O -3.76288 -0.62686 -4.68264
H -7.36394 -1.58514 -0.18159
H -8.43031 -2.20948 -2.24240
H -7.39324 -1.80562 -4.52548
H -4.07949 -0.00797 -2.38304
H -5.06321 -0.50865 -0.25675

The energy is -3049.824008 Eh. The largest force on an atom is 3.40 eV/A. The gap between HOMO and LUMO comes out at 8.05 eV. The structure (SMILES) is O=[N+]([O-])c1ccccc1.O=[N+]([O-])c1ccccc1.O=[N+]([O-])c1ccccc1.CN(C)C=O.CN(C)C=O.CN(C)C=O.CN(C)C=O.CN(C)C=O.CN(C)C=O.CN(C)C=O. The value obtained for the HOMO energy is -8.890 eV. Its LUMO energy is -0.8 eV. The energy above the lowest of the compared OMol25 structures with the same formula, charge and spin comes out at 301.7 kJ/mol.

No. 2
Density functional theory data (ωB97M-V with the def2-TZVPD basis set) for a cluster of 5 separate species, C39H66F2IN4O7 in total at a distorted geometry.

Geometry (Å):
C 2.59098 -5.43574 3.10049
C 2.71606 -4.16392 2.03577
C 4.18342 -3.82233 1.35815
C 4.19977 -2.55228 0.28271
C 2.83205 -1.66215 -0.06020
C 3.05967 -0.44702 -1.17643
C 4.54467 0.24467 -1.02294
C 2.96058 -0.98908 -2.73948
C 1.34807 -1.97783 0.64203
O 0.13130 -1.19808 0.32669
C -0.30761 -0.37938 1.47081
N -1.76940 0.04692 1.41295
C -2.49677 -0.27497 0.08998
N -3.34740 -1.33278 -0.14853
C -4.01163 -1.45375 -1.51897
C -3.60148 -2.80547 -2.35109
C -2.02000 -3.21835 -2.21858
O -4.07979 -2.62283 -3.73570
C -3.70301 -2.40594 0.86835
C -4.99940 -1.83218 1.75433
F -2.57038 -2.85096 1.71605
N -2.05668 0.89150 -0.76522
I -1.02721 0.51567 -2.50230
C -1.63688 2.13067 0.05418
C -2.85794 3.17825 -0.40132
C -2.48084 4.75717 -0.19295
F -3.67387 5.53872 -0.69215
C -0.08248 2.57037 -0.21680
C 0.53594 3.63443 0.88534
C 1.75509 4.57357 0.28186
C 2.44240 5.42540 1.54590
C 2.94539 3.50198 -0.19292
C -2.06597 1.52931 1.53968
O -1.68894 2.26190 2.75437
C -2.46651 1.68290 3.89730
N -3.21319 1.29360 4.90824
C 1.35464 -3.27893 1.69246
H 1.42807 -5.69934 3.12269
H 3.16923 -6.39766 2.74184
H 2.95416 -5.04084 4.14040
H 5.18526 -4.42009 1.61107
H 5.26091 -2.32394 -0.20243
H 2.22183 0.35794 -1.03795
H 4.57168 1.34243 -1.42757
H 4.88506 0.22181 0.09650
H 5.35211 -0.38053 -1.62850
H 3.38594 -0.17439 -3.50099
H 3.57849 -1.98360 -2.91350
H 1.84628 -1.17560 -3.07560
H -0.19884 -1.07809 2.43256
H 0.44082 0.50640 1.63779
H -5.17964 -1.54827 -1.29114
H -3.91892 -0.45372 -2.16415
H -4.25298 -3.69239 -1.88893
H -1.60474 -3.32075 -3.32382
H -1.38596 -2.46506 -1.56104
H -2.00000 -4.31197 -1.74370
H -5.09189 -2.75089 -3.67507
H -4.12038 -3.38252 0.32854
H -5.20929 -0.73340 1.37221
H -5.98080 -2.45201 1.47882
H -4.81097 -1.89261 2.91569
H -2.95899 3.01214 -1.57934
H -3.90898 2.85910 0.04086
H -2.41008 4.95330 0.95836
H -1.56154 5.12825 -0.81497
H 0.66831 1.64192 -0.20899
H -0.02594 3.13834 -1.26526
H -0.26832 4.28086 1.43788
H 1.04583 2.96034 1.72823
H 1.41422 5.27950 -0.59546
H 2.93927 4.60660 2.25680
H 3.34273 6.07435 1.14443
H 1.66354 6.06623 2.14179
H 2.76061 2.50032 0.42782
H 2.92692 3.32355 -1.35213
H 4.01998 3.88358 0.12624
H -3.25544 1.51774 1.63036
H 0.36149 -3.62143 2.22176
C 2.14932 2.07346 -6.47801
C 1.08162 1.01455 -6.40828
O 1.20714 0.02780 -5.68482
C -0.14560 1.20973 -7.25792
H 2.97530 1.80021 -5.81270
H 2.53245 2.14812 -7.49887
H 1.74166 3.03397 -6.15319
H 0.13532 1.24590 -8.31351
H -0.65538 2.13179 -6.96786
H -0.82979 0.36814 -7.10593
C 5.02199 -2.60087 6.47784
C 5.42964 -3.85621 5.75392
O 4.64641 -4.44981 5.01432
C 6.83269 -4.35708 5.96988
H 3.98377 -2.35837 6.22714
H 5.09446 -2.75440 7.55751
H 5.65998 -1.76950 6.16787
H 6.98578 -4.58885 7.02692
H 7.55126 -3.60389 5.63736
H 6.98605 -5.27027 5.38503
C -5.65068 -1.26253 -6.69722
C -6.71838 -2.32144 -6.62749
O -6.59286 -3.30818 -5.90402
C -7.94560 -2.12626 -7.47712
H -4.82470 -1.53578 -6.03190
H -5.26755 -1.18787 -7.71807
H -6.05834 -0.30202 -6.37239
H -7.66468 -2.09009 -8.53271
H -8.45538 -1.20420 -7.18706
H -8.62979 -2.96785 -7.32513
C 1.19599 2.29200 5.97118
C 1.49819 3.76565 5.91482
O 2.35863 4.21259 5.15805
C 0.70684 4.67126 6.82018
H 1.84301 1.76167 5.26431
H 1.39040 1.91106 6.97696
H 0.15427 2.11550 5.69201
H 0.87949 4.39629 7.86377
H -0.35664 4.60064 6.57884
H 1.03195 5.70657 6.67210

The energy is -2767.680970 Eh. As for the total charge: +1. The largest force on an atom is 12.24 eV/A. The gap between HOMO and LUMO comes out at 5.67 eV. The value obtained for the HOMO energy is -9.915 eV. Its LUMO energy is -4.2 eV.

Look up the energy of the first one. -3049.824008 Eh